Record 1
A molecular structure, C3H2O3 at a distorted geometry, computed with ωB97M-V/def2-TZVPD.

```
8
Properties=species:S:1:pos:R:3:nbo_charge:R:1
C 1.247 -0.200 -0.073 0.33
C -0.045 0.667 -0.002 0.32
C -1.357 -0.097 -0.017 0.36
H 1.087 -1.336 0.284 0.12
H -1.043 -1.412 0.289 0.09
O 2.413 0.189 -0.235 -0.43
O 0.193 1.903 0.001 -0.37
O -2.496 0.286 -0.247 -0.42
```

Values from the calculation:
Charge: 0
HOMO, Eh: -0.379
Molar mass, Da: 86.046

***

Record 2
A molecular structure, C11H17F6N8O4PdS2 at a distorted geometry, computed with ωB97M-V/def2-TZVPD.

```
49
Properties=species:S:1:pos:R:3:nbo_charge:R:1
Pd 0.102 0.770 0.927 0.95
C 0.055 -4.186 2.919 -0.42
N -0.623 -3.055 2.292 -0.39
C -2.017 -3.258 1.920 -0.42
C -0.058 -1.848 2.150 0.66
N -0.725 -0.745 1.980 -0.71
N 1.322 -1.813 2.215 -0.61
C 2.079 -0.658 2.328 0.67
N 3.409 -0.856 2.289 -0.77
N 1.505 0.485 2.544 -0.77
H -0.662 -4.724 3.536 0.23
H 0.854 -3.843 3.572 0.22
H 0.457 -4.875 2.173 0.21
H -2.141 -4.290 1.596 0.23
H -2.282 -2.611 1.085 0.22
H -2.694 -3.073 2.756 0.21
H -1.728 -0.818 2.047 0.40
H 1.805 -2.654 1.950 0.42
H 3.788 -1.714 1.926 0.41
H 3.990 -0.042 2.169 0.43
H 2.176 1.241 2.619 0.39
F 3.418 -0.356 -3.069 -0.30
C 3.628 0.412 -2.011 0.74
F 4.110 1.582 -2.396 -0.29
F 4.514 -0.186 -1.207 -0.32
S 2.079 0.630 -1.041 2.22
O 2.498 1.358 0.139 -0.96
O 1.629 -0.732 -0.836 -0.96
N 1.169 1.441 -2.024 -1.21
S 0.399 2.758 -1.581 2.24
O -0.673 3.019 -2.481 -0.90
O 0.091 2.783 -0.146 -0.96
C 1.604 4.136 -1.833 0.74
F 1.026 5.278 -1.492 -0.29
F 2.686 3.945 -1.088 -0.30
F 1.950 4.172 -3.113 -0.29
N -4.342 1.320 -3.248 -0.75
C -3.460 1.064 -2.263 0.27
C -3.543 1.717 -1.019 -0.31
C -2.612 1.444 -0.058 0.09
N -1.627 0.540 -0.227 -0.52
C -1.548 -0.099 -1.413 0.07
C -2.438 0.113 -2.428 -0.30
H -4.968 2.102 -3.172 0.41
H -4.181 0.955 -4.170 0.41
H -4.319 2.445 -0.829 0.24
H -2.634 1.953 0.897 0.22
H -0.742 -0.812 -1.516 0.24
H -2.327 -0.420 -3.362 0.24
```

Values from the calculation:
Charge: +1
HOMO, Eh: -0.437
Molar mass, Da: 609.851

***

Record 3
C7H9N3O2 in the gas phase at a distorted geometry, computed with ωB97M-V/def2-TZVPD.

```
21
Properties=species:S:1:pos:R:3:nbo_charge:R:1
C -2.747 1.700 3.207 0.42
C -0.983 2.063 0.755 0.91
C -1.793 -0.232 2.073 0.79
C -0.380 0.817 0.304 -0.02
C 1.138 0.989 0.570 -0.60
C -0.667 0.765 -1.215 -0.60
C -0.482 -1.660 0.605 -0.42
N -3.197 2.375 4.026 -0.40
N -2.248 1.027 2.230 -0.67
N -0.908 -0.336 0.997 -0.47
O -1.093 3.207 0.680 -0.37
O -2.119 -1.199 2.724 -0.62
H 1.682 0.215 0.036 0.23
H 1.341 0.897 1.636 0.24
H 1.486 1.960 0.225 0.23
H -0.282 1.658 -1.704 0.23
H -1.737 0.692 -1.398 0.24
H -0.178 -0.108 -1.640 0.24
H -0.938 -1.968 -0.341 0.19
H 0.605 -1.729 0.532 0.19
H -0.823 -2.336 1.390 0.27
```

Values from the calculation:
Charge: 0
HOMO, Eh: -0.337
Molar mass, Da: 167.168

***

Record 4
3 unconnected molecules or ions with the total composition H6O2S2 at a distorted geometry, computed with ωB97M-V/def2-TZVPD.

```
10
Properties=species:S:1:pos:R:3:nbo_charge:R:1
S -0.091 0.898 1.760 -0.11
S -0.912 2.025 0.242 -0.12
H -1.276 0.465 2.175 0.12
H -1.649 1.019 -0.300 0.11
O 4.291 -3.343 -1.548 -0.93
H 4.808 -2.538 -1.464 0.46
H 4.793 -3.819 -2.220 0.46
O -2.533 -1.541 -1.888 -0.92
H -2.584 -0.644 -1.616 0.46
H -2.431 -2.023 -1.059 0.47
```

Values from the calculation:
Charge: 0
SMILES string: SS.O.O
HOMO, Eh: -0.336
Molar mass, Da: 102.180

***

Record 5
2 unconnected molecules or ions with the total composition C16H21N4O4S at a distorted geometry, computed with ωB97M-V/def2-TZVPD.

```
46
Properties=species:S:1:pos:R:3:nbo_charge:R:1
O 2.879 3.698 -3.525 -0.64
O 1.444 -1.865 -1.458 -0.79
O -0.542 2.516 -3.120 -0.62
O 3.537 -1.802 -0.731 -0.77
N -3.261 -2.533 1.687 -0.48
S -0.522 -0.457 1.994 -0.06
C 3.297 3.527 -2.390 0.67
C 2.449 -1.259 -1.024 0.75
C 0.185 3.163 -2.374 0.69
C -1.971 -2.778 1.602 0.39
C -5.479 -5.029 3.379 -0.24
C -4.483 -5.960 3.718 -0.23
C -5.135 -3.850 2.700 -0.22
C -3.144 -5.715 3.380 -0.24
C -3.801 -3.617 2.366 0.15
C -2.821 -4.538 2.702 0.09
N -1.662 -3.982 2.214 -0.54
N 0.023 4.493 -2.365 -0.61
N 2.562 3.098 -1.365 -0.61
C 4.740 3.834 -2.071 -0.71
C -0.973 -1.885 0.921 -0.56
C 0.664 5.491 -1.510 -0.41
C 2.327 0.247 -0.752 -0.51
C 1.375 0.958 -1.733 -0.40
C 1.228 2.467 -1.455 -0.13
H 0.461 0.068 1.229 0.13
H -6.515 -5.219 3.641 0.21
H -4.750 -6.873 4.244 0.21
H -5.882 -3.114 2.423 0.22
H -2.367 -6.428 3.637 0.21
H -0.732 -4.389 2.257 0.42
H -0.631 4.819 -3.059 0.40
H 3.047 2.980 -0.493 0.40
H 4.787 4.695 -1.408 0.22
H 5.267 4.049 -3.000 0.24
H 5.190 2.965 -1.594 0.23
H -0.074 -2.457 0.671 0.27
H -1.399 -1.517 -0.016 0.26
H 0.051 6.392 -1.481 0.20
H 1.644 5.743 -1.917 0.20
H 0.779 5.108 -0.495 0.20
H 3.321 0.695 -0.821 0.19
H 1.961 0.400 0.266 0.17
H 1.751 0.820 -2.748 0.22
H 0.387 0.500 -1.660 0.24
H 0.790 2.540 -0.462 0.21
```

Values from the calculation:
Charge: -1
HOMO, Eh: -0.166
Molar mass, Da: 365.435

***

Record 6
C4H8N2O in the gas phase at a distorted geometry, computed with ωB97M-V/def2-TZVPD.

```
15
Properties=species:S:1:pos:R:3:nbo_charge:R:1
H -1.226 1.656 -1.619 0.33
N -1.162 1.323 -0.652 -0.62
C -0.429 0.251 -0.583 0.25
C 0.193 -0.327 -1.834 -0.68
C -0.185 -0.434 0.730 0.24
C -0.028 -1.763 0.799 -0.41
O -0.235 0.320 1.893 -0.40
N 0.801 1.346 1.807 -0.51
H 1.228 -0.619 -1.637 0.23
H 0.195 0.412 -2.640 0.22
H -0.380 -1.199 -2.161 0.23
H 0.105 -2.242 1.764 0.22
H -0.040 -2.404 -0.073 0.21
H 0.917 1.571 2.794 0.35
H 0.244 2.110 1.411 0.35
```

Values from the calculation:
Charge: 0
SMILES string: [H]/N=C(\C)C(=C)ON
HOMO, Eh: -0.343
Molar mass, Da: 100.121

***

Record 7
A molecular structure, C15H27ClIOP2Pb at a distorted geometry, computed with ωB97M-V/def2-TZVPD.

```
48
Properties=species:S:1:pos:R:3:nbo_charge:R:1
C 3.659 -0.956 -1.107 -0.64
I 2.904 0.970 0.145 0.23
H 2.989 -1.830 -1.373 0.24
H 4.540 -1.284 -0.512 0.28
H 4.129 -0.529 -2.016 0.27
Pb 0.776 -0.766 -0.538 0.97
P 0.534 -1.633 2.307 0.90
C 1.331 -0.575 3.558 -0.95
C -0.871 -2.345 3.223 -0.95
H -0.497 -3.013 4.013 0.29
H 1.834 -3.452 3.219 0.28
H -1.509 -2.889 2.511 0.26
H 1.361 -3.777 1.499 0.26
H 0.588 0.112 3.973 0.26
H -1.471 -1.533 3.662 0.25
C 1.734 -3.020 2.209 -0.94
H 1.721 -1.225 4.348 0.28
H 2.712 -2.652 1.855 0.25
H 2.146 0.003 3.108 0.25
P -0.511 1.279 -2.520 0.83
C 0.016 3.037 -2.567 -0.92
C 0.362 0.627 -4.004 -0.94
H -2.690 0.415 -3.167 0.25
H -2.373 2.011 -3.952 0.28
H -2.828 1.911 -2.212 0.25
C -2.269 1.423 -3.027 -0.94
H 0.056 -0.415 -4.179 0.25
H 0.126 1.244 -4.882 0.28
H -0.224 3.447 -3.551 0.27
H 1.089 3.102 -2.377 0.25
H 1.449 0.641 -3.822 0.24
H -0.516 3.591 -1.792 0.25
C 0.369 3.076 0.504 0.48
O 0.632 3.464 1.551 -0.45
Cl -2.116 0.648 4.048 0.13
C -3.115 0.050 2.776 0.08
C -4.389 -0.380 3.124 -0.24
C -5.280 -0.819 2.118 0.03
C -4.894 -0.806 0.774 -0.22
C -3.565 -0.486 0.439 -0.06
C -2.671 0.072 1.407 -0.18
C -1.396 0.540 1.023 -0.24
H -4.652 -0.492 4.164 0.28
H -6.295 -1.151 2.358 0.28
H -5.576 -1.160 -0.034 0.28
H -3.236 -0.514 -0.621 0.24
H -1.397 0.856 -0.024 0.25
H -0.899 1.167 1.755 0.25
```

Values from the calculation:
Charge: +3
HOMO, Eh: -0.648
Molar mass, Da: 654.885

***

Record 8
A molecular structure, C22H45N2P3Se2W at a distorted geometry, computed with ωB97M-V/def2-TZVPD.

```
75
Properties=species:S:1:pos:R:3:lowdin_charge:R:1
W 0.401 -0.675 -0.499 0.40
P -1.461 -1.017 1.544 0.76
P 1.202 -2.868 -0.347 0.63
P -1.757 -0.784 -1.943 0.70
H -1.971 4.418 1.145 0.10
C -1.798 3.534 0.522 -0.16
C -2.107 2.286 1.256 -0.04
H -1.139 1.833 1.624 0.01
C -0.911 -0.519 3.255 -0.22
C -1.695 -2.829 1.937 -0.24
C -3.227 -0.578 1.703 -0.25
C 2.622 -3.184 -1.441 -0.24
C 1.822 -3.153 1.317 -0.22
C -0.042 -4.079 -0.803 -0.19
C -2.768 0.728 -2.253 -0.20
C -3.059 -2.021 -1.563 -0.22
C -1.422 -1.275 -3.681 -0.25
H -2.292 3.690 -0.467 0.09
H -2.648 1.529 0.659 0.00
H -0.917 0.582 3.333 0.04
H 0.111 -0.891 3.439 0.02
H -1.630 -0.967 3.971 0.09
H -0.731 -3.351 2.079 0.03
H -2.276 -3.277 1.111 0.05
H -2.285 -2.865 2.877 0.08
H -3.302 0.404 2.179 0.05
H -3.756 -1.298 2.346 0.09
H -3.759 -0.518 0.752 0.04
H 2.996 -4.197 -1.228 0.09
H 3.418 -2.451 -1.260 0.06
H 2.347 -3.126 -2.502 0.05
H 2.038 -4.224 1.439 0.10
H 1.106 -2.847 2.089 0.02
H 2.750 -2.588 1.476 0.05
H 0.438 -5.069 -0.800 0.10
H -0.435 -3.888 -1.813 0.06
H -0.892 -4.109 -0.110 0.03
H -3.616 0.499 -2.929 0.10
H -2.153 1.515 -2.721 0.06
H -3.178 1.114 -1.308 0.04
H -3.852 -1.974 -2.318 0.09
H -3.504 -1.841 -0.586 0.02
H -2.648 -3.032 -1.577 0.05
H -2.397 -1.415 -4.179 0.09
H -0.859 -2.217 -3.714 0.05
H -0.844 -0.491 -4.191 0.04
C 1.460 1.403 -3.683 -0.42
C 0.989 2.594 -3.161 -0.12
C 1.072 3.760 -3.946 -0.02
C 1.566 3.692 -5.258 0.02
C 1.993 2.454 -5.772 -0.01
C 1.936 1.316 -4.987 -0.09
Se 1.540 -0.280 -2.462 0.83
H -0.724 3.303 0.255 0.06
H 0.574 2.625 -2.155 0.09
H 0.726 4.714 -3.527 0.14
H 1.596 4.614 -5.859 0.15
H 2.347 2.441 -6.798 0.14
H 2.264 0.366 -5.411 0.13
C 1.189 3.625 2.427 0.00
N 1.608 2.487 3.205 -0.10
C 1.744 2.499 4.585 0.05
C 2.248 1.285 4.935 0.05
N 2.400 0.557 3.755 -0.11
C 2.985 -0.761 3.693 0.00
C 1.925 1.265 2.693 -0.51
Se 1.884 0.748 0.812 0.76
H 0.093 3.752 2.423 0.09
H 1.542 3.546 1.388 0.08
H 1.621 4.537 2.860 0.13
H 1.495 3.376 5.165 0.16
H 2.548 0.884 5.904 0.17
H 3.683 -0.864 4.530 0.13
H 2.241 -1.556 3.805 0.09
H 3.535 -0.901 2.763 0.08
```

Values from the calculation:
Charge: +4
Multiplicity: 3
HOMO (spin up / spin down), Eh: -0.704 / -0.730
Molar mass, Da: 772.298